# 1
{"formula": "C4H9NS", "method": "the ωB97M-V functional and the def2-TZVPD basis", "elements": ["S", "N", "C", "C", "C", "C", "H", "H", "H", "H", "H", "H", "H", "H", "H"], "positions_angstrom": [[-2.7264, -0.8042, -0.1089], [0.5666, -0.7523, 0.1377], [-0.5856, 1.3644, -0.5430], [-1.6481, 0.6357, 0.2672], [1.9145, -0.7473, -0.1715], [-0.1902, 0.4993, 0.5749], [-1.7448, -1.7223, -0.5300], [-0.4500, 2.4319, -0.6734], [0.0674, 0.9562, 1.5412], [-2.1746, 1.1801, 0.9262], [2.2422, -1.8686, 0.0682], [2.0075, -0.4489, -1.3392], [-0.2683, 0.6684, -1.2894], [2.6892, 0.0023, 0.2994], [0.3007, -1.3946, 0.8408]], "forces_ev_per_a": [[1.41, -0.34, -0.75], [-4.19, 2.46, 1.84], [-0.58, -1.02, -0.65], [1.74, -2.48, -2.35], [3.67, -0.28, -2.21], [1.69, -0.68, 1.24], [-0.91, 1.17, 0.43], [-0.18, -0.20, 0.22], [0.36, -0.38, -0.30], [-1.53, 1.98, 2.35], [-0.06, 2.56, -1.04], [0.19, -1.13, 2.37], [-0.16, 0.68, -1.70], [-1.66, -1.31, -0.09], [0.20, -1.05, 0.63]], "nbo_charge": [-0.060, -0.649, -0.451, -0.321, -0.405, -0.063, 0.151, 0.231, 0.189, 0.214, 0.212, 0.177, 0.234, 0.175, 0.366], "de_lowest_kcal_mol": 69.4, "energy_ha": -610.643085, "e_homo_ha": -0.3174, "smiles": "CN[C@H]1C[C@H]1S", "homo_lumo_gap_ev": 9.59, "charge": 0}

***

# 2
{"formula": "C6H10N5", "method": "the ωB97M-V functional and the def2-TZVPD basis", "elements": ["N", "N", "N", "N", "N", "C", "C", "C", "C", "C", "C", "H", "H", "H", "H", "H", "H", "H", "H", "H", "H"], "positions_angstrom": [[0.9806, -0.6046, -1.6133], [-1.3265, 0.0711, 1.5196], [0.6852, 1.5240, -0.4392], [-2.3195, 0.4232, -0.5715], [0.8861, 0.7940, 1.6184], [-1.2131, 0.0908, -1.1527], [1.3001, 1.6548, 0.8140], [0.0546, 0.3237, -0.5483], [-0.0044, -0.2052, 1.0395], [0.4557, -1.6164, 1.2487], [-2.2944, 0.5588, 0.8014], [-3.1755, 0.6006, 1.3055], [0.3745, 2.3629, -1.0425], [0.9102, -1.6104, -1.5663], [1.3751, -1.7039, 0.7874], [0.5278, -1.8275, 2.2956], [1.8889, 2.4810, 1.1566], [1.9375, -0.3886, -1.6045], [-1.4284, -0.2617, -2.1923], [0.6364, -0.4352, -2.6596], [-0.2509, -2.2312, 0.8036]], "forces_ev_per_a": [[-2.12, 0.01, -2.86], [-0.65, 0.72, 0.04], [-0.54, 3.20, -2.87], [0.95, -0.72, -1.30], [1.02, -1.25, 1.85], [-4.40, 1.76, -1.38], [-1.87, -0.34, 0.55], [1.53, -2.34, 0.31], [-0.21, 2.00, -1.43], [-0.94, 1.72, 0.96], [4.23, -2.39, 0.77], [-2.68, 1.02, 1.09], [0.94, -1.86, 1.43], [-0.20, -0.60, 0.64], [2.13, -0.50, -0.76], [0.06, -0.12, 0.55], [0.42, 0.40, -0.50], [1.82, 0.66, 0.27], [0.91, 0.15, 0.70], [0.89, 0.02, 2.72], [-1.30, -1.55, -0.78]], "nbo_charge": [-0.756, -0.359, -0.653, -0.362, -0.381, 0.047, 0.261, 0.219, 0.251, -0.613, 0.239, 0.211, 0.443, 0.431, 0.203, 0.273, 0.243, 0.429, 0.216, 0.437, 0.221], "de_lowest_kcal_mol": 69.6, "energy_ha": -508.059637, "e_homo_ha": -0.4962, "smiles": "C[C@]12N=CN=C[C@@]1([NH3+])NC=N2", "homo_lumo_gap_ev": 8.95, "charge": 1}

***

What did the second record say?
{"formula": "C6H10N5", "method": "the ωB97M-V functional and the def2-TZVPD basis", "elements": ["N", "N", "N", "N", "N", "C", "C", "C", "C", "C", "C", "H", "H", "H", "H", "H", "H", "H", "H", "H", "H"], "positions_angstrom": [[0.9806, -0.6046, -1.6133], [-1.3265, 0.0711, 1.5196], [0.6852, 1.5240, -0.4392], [-2.3195, 0.4232, -0.5715], [0.8861, 0.7940, 1.6184], [-1.2131, 0.0908, -1.1527], [1.3001, 1.6548, 0.8140], [0.0546, 0.3237, -0.5483], [-0.0044, -0.2052, 1.0395], [0.4557, -1.6164, 1.2487], [-2.2944, 0.5588, 0.8014], [-3.1755, 0.6006, 1.3055], [0.3745, 2.3629, -1.0425], [0.9102, -1.6104, -1.5663], [1.3751, -1.7039, 0.7874], [0.5278, -1.8275, 2.2956], [1.8889, 2.4810, 1.1566], [1.9375, -0.3886, -1.6045], [-1.4284, -0.2617, -2.1923], [0.6364, -0.4352, -2.6596], [-0.2509, -2.2312, 0.8036]], "forces_ev_per_a": [[-2.12, 0.01, -2.86], [-0.65, 0.72, 0.04], [-0.54, 3.20, -2.87], [0.95, -0.72, -1.30], [1.02, -1.25, 1.85], [-4.40, 1.76, -1.38], [-1.87, -0.34, 0.55], [1.53, -2.34, 0.31], [-0.21, 2.00, -1.43], [-0.94, 1.72, 0.96], [4.23, -2.39, 0.77], [-2.68, 1.02, 1.09], [0.94, -1.86, 1.43], [-0.20, -0.60, 0.64], [2.13, -0.50, -0.76], [0.06, -0.12, 0.55], [0.42, 0.40, -0.50], [1.82, 0.66, 0.27], [0.91, 0.15, 0.70], [0.89, 0.02, 2.72], [-1.30, -1.55, -0.78]], "nbo_charge": [-0.756, -0.359, -0.653, -0.362, -0.381, 0.047, 0.261, 0.219, 0.251, -0.613, 0.239, 0.211, 0.443, 0.431, 0.203, 0.273, 0.243, 0.429, 0.216, 0.437, 0.221], "de_lowest_kcal_mol": 69.6, "energy_ha": -508.059637, "e_homo_ha": -0.4962, "smiles": "C[C@]12N=CN=C[C@@]1([NH3+])NC=N2", "homo_lumo_gap_ev": 8.95, "charge": 1}